# 1
Below is a structure of composition C39H96N8O3 at a distorted geometry, with properties calculated with wB97M-V/def2-TZVPD.

The geometry in XYZ format:
```
146
Properties=species:S:1:pos:R:3:mulliken_charge:R:1
C 1.22 -2.96 0.62 0.533
C 1.34 -4.48 0.43 -1.723
N 2.72 -4.93 0.64 0.214
C 2.78 -6.41 0.81 -0.619
C 1.91 -7.05 1.94 -1.147
C 3.67 -4.47 -0.45 0.120
C 4.72 -3.56 0.21 -1.242
H 1.12 -2.72 1.68 -0.897
H 0.25 -2.68 0.21 0.844
H 1.92 -2.32 0.10 -0.417
H 0.65 -4.98 1.12 0.598
H 1.03 -4.69 -0.59 1.029
H 2.47 -6.85 -0.13 0.374
H 3.80 -6.79 0.91 0.553
H 2.20 -8.05 2.27 0.392
H 1.94 -6.44 2.84 0.267
H 0.92 -7.02 1.48 0.219
H 3.15 -4.05 -1.31 -0.359
H 4.16 -5.35 -0.88 0.533
H 5.26 -3.91 1.09 0.339
H 4.25 -2.62 0.51 0.057
H 5.47 -3.20 -0.50 0.411
C 1.96 5.78 -0.96 -1.319
C 2.22 4.26 -1.33 0.414
N 2.55 3.31 -0.25 0.214
C 1.43 3.35 0.64 1.051
C 1.71 4.10 1.91 -1.431
C 3.10 1.96 -0.66 0.510
C 3.93 1.31 0.44 -1.543
H 1.63 6.35 -1.82 0.526
H 2.86 6.20 -0.51 0.302
H 1.05 5.91 -0.37 0.154
H 1.42 3.87 -1.95 -0.367
H 3.01 4.35 -2.08 0.572
H 0.59 3.63 0.00 0.507
H 1.19 2.36 1.04 -1.387
H 1.84 5.18 1.91 0.336
H 0.82 3.95 2.52 0.433
H 2.60 3.68 2.36 0.130
H 3.87 1.96 -1.43 0.547
H 2.32 1.26 -0.98 -0.271
H 3.43 1.06 1.37 -0.030
H 4.73 2.00 0.71 0.439
H 4.40 0.38 0.13 0.522
C -2.50 2.41 2.18 0.062
C -2.31 2.70 3.66 -2.400
N -1.40 3.82 3.84 1.210
C -0.50 3.69 4.99 -1.436
C 0.52 2.66 4.47 -0.491
C -2.11 5.12 3.86 -1.134
C -1.19 6.18 3.10 -0.994
H -2.97 3.32 1.81 0.666
H -3.15 1.55 2.00 0.086
H -1.55 2.27 1.67 1.012
H -3.21 2.89 4.26 0.441
H -1.88 1.82 4.13 0.380
H -0.03 4.65 5.21 0.492
H -1.14 3.31 5.79 0.459
H 1.38 2.77 5.14 0.469
H 0.21 1.62 4.35 0.115
H 0.89 2.93 3.49 -0.221
H -2.26 5.50 4.87 0.500
H -3.13 5.09 3.50 0.485
H -1.82 7.07 3.04 0.460
H -0.68 5.80 2.21 0.073
H -0.37 6.50 3.74 0.291
C -3.65 0.25 0.75 -1.768
C -3.48 -0.29 -0.74 0.922
N -4.07 0.65 -1.75 -0.029
C -4.75 0.03 -2.90 -0.212
C -5.86 1.01 -3.55 -1.486
C -3.09 1.69 -2.19 0.177
C -2.48 2.62 -1.11 -1.473
H -4.51 -0.16 1.26 0.394
H -3.78 1.33 0.81 0.260
H -2.84 0.08 1.47 0.524
H -2.42 -0.26 -1.02 -0.664
H -3.67 -1.36 -0.73 0.368
H -5.22 -0.83 -2.44 0.416
H -4.09 -0.44 -3.62 0.221
H -5.49 1.97 -3.91 0.335
H -6.65 1.26 -2.83 0.360
H -6.30 0.57 -4.45 0.429
H -2.27 1.20 -2.72 0.407
H -3.62 2.45 -2.76 0.471
H -1.85 2.07 -0.41 0.441
H -1.87 3.41 -1.54 0.669
H -3.28 3.18 -0.64 0.415
C -2.61 -1.82 -2.15 -1.029
C -1.03 -2.10 -2.17 0.944
N -0.48 -3.40 -2.48 0.228
C -1.19 -4.57 -1.96 -0.727
C -1.20 -4.49 -0.42 -0.318
C 0.95 -3.50 -2.43 -0.039
C 1.58 -4.70 -3.17 -1.861
H -3.17 -2.14 -1.27 -0.214
H -3.03 -2.26 -3.06 0.839
H -2.91 -0.77 -2.12 -0.329
H -0.54 -1.47 -2.91 0.271
H -0.63 -1.72 -1.23 -0.301
H -2.22 -4.66 -2.28 0.441
H -0.71 -5.47 -2.35 0.526
H -1.96 -3.79 -0.06 0.256
H -1.35 -5.49 -0.03 0.467
H -0.21 -4.23 -0.04 -0.482
H 1.31 -3.52 -1.40 -0.063
H 1.29 -2.57 -2.89 1.074
H 1.29 -5.67 -2.77 0.260
H 2.64 -4.65 -3.41 0.407
H 1.23 -4.62 -4.20 0.554
C 0.89 -1.99 3.34 -1.470
C 1.49 -0.62 3.36 0.772
O 0.82 0.32 2.98 -0.772
N 2.66 -0.57 4.02 -0.156
C 3.44 0.62 4.05 -0.816
H 0.58 -2.31 2.34 0.954
H -0.04 -1.85 3.88 0.416
H 1.32 -2.80 3.93 0.396
H 2.94 -1.39 4.53 0.276
H 3.16 1.48 3.44 0.111
H 4.45 0.32 3.78 0.403
H 3.66 1.04 5.03 0.316
C -0.27 1.26 -3.30 -0.549
C -0.50 0.64 -4.68 0.243
O 0.30 -0.20 -5.06 -0.734
N -1.55 1.09 -5.35 0.010
C -1.82 0.70 -6.73 -0.983
H 0.17 2.25 -3.32 0.582
H 0.48 0.56 -2.92 -0.294
H -1.18 1.34 -2.70 0.060
H -2.13 1.75 -4.85 0.280
H -1.75 -0.39 -6.77 0.294
H -0.94 0.89 -7.34 0.337
H -2.75 1.04 -7.18 0.346
C 1.50 -1.10 -0.96 -0.021
C 0.48 -0.11 -0.67 -2.183
O -0.07 0.48 -1.64 0.327
N 0.28 0.12 0.62 1.176
C -0.71 0.98 1.17 -0.731
H 1.59 -1.79 -0.12 0.092
H 2.38 -0.48 -1.16 0.883
H 1.24 -1.60 -1.90 -0.923
H 0.80 -0.44 1.28 -0.456
H -1.37 1.20 0.33 -1.477
H -0.29 1.88 1.62 -0.666
H -1.46 0.50 1.80 0.960
```

F_max, eV Å⁻¹: 13.0
Spin multiplicity: 1
Energy relative to the best compared isomer or geometry (same formula, charge and spin), kcal/mol: 593.3
E_HOMO, eV: -7.40
LUMO, eV: 0.285

=====

# 2
Below is a structure of composition C21H27FIrN7O4 at a distorted geometry, with properties calculated with wB97M-V/def2-TZVPD.

The geometry in XYZ format:
```
61
Properties=species:S:1:pos:R:3:nbo_charge:R:1
Ir 0.43 0.32 1.35 1.194
C 2.58 -3.34 1.67 -0.706
C 1.62 -2.25 1.35 0.310
N 1.37 -1.24 2.19 -0.385
C 1.60 -1.30 3.61 -0.263
C 0.26 -1.02 4.32 -0.243
N -0.42 0.14 3.75 -0.513
C -0.18 1.43 4.39 -0.262
C 1.06 2.12 3.81 -0.238
N 0.99 2.19 2.34 -0.578
C 0.08 3.23 1.79 -0.252
C -1.27 2.66 1.32 -0.250
N -1.00 1.49 0.50 -0.560
C -1.66 1.22 -0.58 0.704
C -2.80 2.02 -1.10 -0.717
C -0.19 -0.61 -1.33 0.296
C -0.36 -1.70 -2.42 -0.281
C 0.44 -2.92 -2.13 0.048
C 1.08 -3.11 -0.96 -0.317
C 0.96 -2.17 0.10 0.305
N 0.11 -1.09 -0.03 -0.477
H 3.33 -3.02 2.39 0.271
H 3.08 -3.69 0.78 0.274
H 2.05 -4.19 2.10 0.288
H 2.35 -0.56 3.89 0.241
H 1.95 -2.29 3.92 0.253
H 0.46 -0.88 5.39 0.256
H -0.38 -1.90 4.21 0.244
H -1.42 -0.04 3.72 0.433
H -0.03 1.31 5.47 0.257
H -1.05 2.07 4.26 0.233
H 1.96 1.56 4.08 0.223
H 1.15 3.12 4.25 0.255
H 1.93 2.44 2.03 0.433
H 0.57 3.68 0.92 0.243
H -0.11 4.02 2.52 0.250
H -1.80 3.43 0.75 0.257
H -1.92 2.38 2.16 0.219
H -3.61 2.07 -0.37 0.273
H -3.16 1.59 -2.03 0.287
H -2.49 3.04 -1.32 0.282
H -1.43 -1.96 -2.43 0.293
H 0.51 -3.66 -2.92 0.272
H 1.68 -4.00 -0.80 0.275
F -0.72 -3.08 -5.12 -0.252
C -0.90 -1.80 -4.90 0.411
C -0.01 -1.18 -3.89 -0.106
N -0.10 0.25 -3.92 -0.453
C 0.87 0.94 -3.12 -0.364
C 0.92 0.46 -1.71 0.629
O 1.64 0.88 -0.85 -0.487
O -1.39 0.18 -1.37 -0.464
C -1.22 0.94 -4.37 0.810
O -1.42 2.08 -4.02 -0.605
N -2.05 0.25 -5.21 -0.642
C -1.95 -1.09 -5.59 0.523
O -2.71 -1.58 -6.40 -0.438
H 1.03 -1.47 -4.10 0.240
H 0.62 2.01 -3.13 0.328
H 1.88 0.84 -3.55 0.279
H -2.79 0.78 -5.66 0.462
```

F_max, eV Å⁻¹: 4.2
Total charge: +3
Spin multiplicity: 2
Energy relative to the best compared isomer or geometry (same formula, charge and spin), kcal/mol: 78.8
Expectation value of S²: 0.760
E_HOMO (spin up / spin down), eV: -16.60 / -17.61
LUMO (spin up / spin down), eV: -11.886 / -11.878